Entry 1:
Entry from the OMol25 dataset: a single C2H3N3O2 molecule (ωB97M-V with the def2-TZVPD basis set).

Properties
E_tot (eV): -10684.7035
LUMO energy (eV): 0.43
HOMO (eV): -9.7
SMILES string: O=c1nc[nH]n1O
Net charge: 0

Cartesian coordinates (Å):
C1 -0.377 -1.625 0.363
C2 -0.408 0.246 -0.658
H1 1.052 1.775 -0.314
H2 0.480 -0.793 2.180
H3 -0.518 -2.751 0.516
N1 0.192 0.484 0.501
N2 0.579 -0.809 1.102
N3 -0.959 -1.035 -0.572
O1 1.172 1.368 0.615
O2 -0.545 1.077 -1.593

Entry 2:
Entry from the OMol25 dataset: 2 unconnected molecules or ions with the total composition C5H10N2S (ωB97M-V with the def2-TZVPD basis set).

Properties
E_tot (eV): -19161.9796
LUMO energy (eV): 0.82
HOMO (eV): -9.1
SMILES string: CCn1cccn1.S
Net charge: 0

Cartesian coordinates (Å):
C1 0.823 1.063 -1.456
C2 0.215 -0.074 -2.003
C3 0.272 -1.005 -0.993
C4 0.870 -0.072 2.469
C5 1.198 -1.019 1.322
N1 0.878 -0.416 0.055
N2 1.219 0.840 -0.217
S1 -3.203 1.159 -1.397
H1 0.987 2.021 -1.909
H2 -4.181 1.353 -0.521
H3 -0.205 -0.187 -2.981
H4 -4.059 1.082 -2.408
H5 -0.075 -2.019 -0.952
H6 1.050 -0.558 3.425
H7 1.490 0.817 2.391
H8 -0.174 0.232 2.419
H9 2.268 -1.269 1.351
H10 0.626 -1.947 1.405

Entry 3:
Entry from the OMol25 dataset: 7 unconnected molecules or ions with the total composition C37H31NO25P2 (ωB97M-V with the def2-TZVPD basis set).

Properties
E_tot (eV): -110124.1931
LUMO energy (eV): -1.99
HOMO (eV): -9.2
SMILES string: O=C1C=C(O)C(=O)C=C1O.O=C1C=C(O)C(=O)C=C1O.O=C1C=C(O)C(=O)C=C1O.O=C1C=C(O)C(=O)C=C1O.O=C1C=C(O)C(=O)C=C1O.O=C1C=C(O)C(=O)C=C1O.CP(N)[PH2]=O
Net charge: 0

Cartesian coordinates (Å):
C1 3.870 2.439 2.888
P1 5.527 1.793 2.305
N1 6.500 3.121 1.716
P2 4.971 0.597 0.535
O1 6.181 -0.112 -0.074
H1 3.692 2.013 3.872
H2 3.897 3.531 2.913
H3 3.054 2.155 2.214
H4 7.312 2.747 1.239
H5 5.957 3.660 1.049
H6 4.338 1.511 -0.358
H7 3.943 -0.300 0.959
C2 -0.159 0.788 2.938
C3 0.106 0.281 1.733
C4 -0.970 -0.261 0.853
O2 -0.673 -0.694 -0.240
C5 -2.343 -0.247 1.359
C6 -2.607 0.258 2.565
C7 -1.535 0.823 3.434
O3 -1.836 1.285 4.515
O4 -3.853 0.288 3.067
O5 1.354 0.229 1.242
H8 0.612 1.185 3.583
H9 -3.115 -0.658 0.721
H10 -3.775 0.700 3.945
H11 1.271 -0.178 0.361
C8 6.107 -1.556 -4.804
C9 5.692 -0.885 -3.722
C10 4.634 0.169 -3.821
O6 4.264 0.742 -2.814
C11 4.082 0.471 -5.139
C12 4.505 -0.199 -6.213
C13 5.539 -1.269 -6.116
O7 5.870 -1.857 -7.128
O8 4.026 0.047 -7.437
O9 6.201 -1.129 -2.512
H12 6.868 -2.321 -4.749
H13 3.330 1.246 -5.200
H14 4.493 -0.574 -8.022
H15 5.764 -0.517 -1.852
C14 1.679 -1.337 -11.430
C15 1.832 -1.111 -10.123
C16 1.951 -2.229 -9.141
O10 2.103 -1.964 -7.966
C17 1.873 -3.599 -9.646
C18 1.718 -3.825 -10.952
C19 1.622 -2.707 -11.937
O11 1.499 -2.970 -13.117
O12 1.639 -5.064 -11.453
O13 1.892 0.129 -9.620
H16 1.595 -0.535 -12.150
H17 1.944 -4.401 -8.924
H18 1.532 -4.948 -12.412
H19 2.018 0.018 -8.660
C20 8.630 -1.436 3.872
C21 8.397 -1.067 2.606
C22 9.390 -0.248 1.838
O14 9.155 0.054 0.688
C23 10.617 0.162 2.523
C24 10.840 -0.207 3.785
C25 9.865 -1.044 4.543
O15 10.130 -1.365 5.686
O16 11.951 0.150 4.445
O17 7.269 -1.413 1.978
H20 7.925 -2.027 4.437
H21 11.320 0.766 1.966
H22 11.863 -0.246 5.328
H23 7.296 -1.037 1.055
C26 -7.933 -1.728 1.138
C27 -7.150 -0.806 1.706
C28 -7.721 0.382 2.410
O18 -6.965 1.181 2.928
C29 -9.177 0.530 2.439
C30 -9.955 -0.392 1.868
C31 -9.387 -1.593 1.189
O19 -10.144 -2.409 0.701
O20 -11.293 -0.292 1.874
O21 -5.814 -0.896 1.680
H24 -7.531 -2.593 0.629
H25 -9.580 1.399 2.934
H26 -11.611 -1.079 1.402
H27 -5.476 -0.105 2.160
C32 -10.194 2.196 8.235
C33 -9.507 2.270 7.093
C34 -10.189 2.420 5.775
O22 -9.508 2.500 4.771
C35 -11.649 2.457 5.754
C36 -12.337 2.379 6.895
C37 -11.655 2.256 8.218
O23 -12.330 2.207 9.226
O24 -13.675 2.408 6.919
O25 -8.169 2.216 7.064
H28 -9.711 2.090 9.196
H29 -12.133 2.548 4.791
H30 -13.918 2.339 7.857
H31 -7.926 2.293 6.125

Entry 4:
Entry from the OMol25 dataset: a single C3H8N2 molecule (ωB97M-V with the def2-TZVPD basis set).

Properties
E_tot (eV): -6219.5201
LUMO energy (eV): 1.04
HOMO (eV): -8.6
SMILES string: CC(C)=NN
Net charge: 0

Cartesian coordinates (Å):
C1 0.115 0.666 1.606
C2 0.226 0.211 0.208
C3 0.378 -1.237 -0.066
H1 -0.151 1.755 1.625
H2 -0.786 0.169 2.122
H3 1.088 0.356 2.059
H4 0.949 -1.540 -0.959
H5 -0.631 -1.761 -0.256
H6 0.805 -1.766 0.803
H7 -0.762 1.481 -2.389
H8 -0.872 -0.124 -2.109
N1 -0.133 1.076 -0.671
N2 -0.226 0.714 -1.974

Entry 5:
Entry from the OMol25 dataset: a molecular structure, C3H7N3 (ωB97M-V with the def2-TZVPD basis set).

Properties
E_tot (eV): -7690.6608
LUMO energy (eV): 0.84
HOMO (eV): -7.9
Net charge: 0

Cartesian coordinates (Å):
C1 0.702 -0.753 -0.583
C2 -0.702 -0.181 -0.612
N1 0.226 1.237 0.265
C3 0.718 -0.104 0.807
N2 -1.709 0.030 -1.298
N3 -0.473 -0.707 1.264
H1 0.848 1.817 -0.304
H2 -0.404 1.776 0.850
H3 -2.005 -0.714 -1.923
H4 -0.920 -0.194 2.025
H5 0.749 -1.839 -0.571
H6 1.357 -0.333 -1.353
H7 1.612 -0.034 1.434

Entry 6:
Entry from the OMol25 dataset: 2 unconnected molecules or ions with the total composition C14H16O (ωB97M-V with the def2-TZVPD basis set).

Properties
E_tot (eV): -16822.4468
LUMO energy (eV): 0.64
HOMO (eV): -8.1
SMILES string: Cc1ccc(O)cc1.Cc1ccccc1
Net charge: 0

Cartesian coordinates (Å):
C1 2.697 -0.270 -4.132
C2 -0.098 1.221 -1.451
C3 -0.528 1.161 -2.783
C4 1.096 0.785 -0.938
C5 0.405 0.709 -3.694
C6 2.018 0.357 -1.916
C7 1.636 0.196 -3.214
H1 -0.877 1.409 -0.655
H2 -1.599 1.521 -3.077
H3 1.276 0.663 0.105
H4 0.012 0.569 -4.755
H5 3.063 -0.120 -1.647
H6 3.238 -1.026 -3.731
H7 3.308 0.762 -4.103
H8 2.430 -0.368 -5.178
C8 0.837 -0.546 4.124
C9 -0.350 -0.403 3.213
C10 -0.519 0.607 2.199
C11 -1.359 -1.451 3.313
C12 -1.696 0.593 1.381
C13 -2.451 -1.502 2.457
C14 -2.611 -0.478 1.505
O1 -3.552 -0.718 0.568
H9 1.544 -1.142 3.555
H10 0.462 -1.303 4.927
H11 0.105 1.536 2.237
H12 -1.257 -2.114 4.106
H13 -1.827 1.360 0.684
H14 -3.196 -2.312 2.393
H15 -3.636 0.076 -0.171
H16 1.427 0.229 4.679